Record 1
Here is C11H39HgO11 as an isolated structure at a distorted geometry from OMol25. Energies are from the ωB97M-V functional and the def2-TZVPD basis.

Geometry as XYZ:
```
62
Properties=species:S:1:pos:R:3
Hg -2.0199 2.6264 1.2050
C 0.5431 0.1075 -0.8956
C -0.3978 0.9658 -0.1061
O -0.0160 1.5886 0.9411
O -1.6032 1.0213 -0.4370
H 1.5352 0.5598 -0.8987
H 0.1998 0.0238 -1.9206
H 0.6319 -0.8731 -0.4310
C 1.5811 -3.8962 1.8374
O 1.0428 -2.9451 0.9069
H 1.9130 -3.4002 2.7552
H 0.8072 -4.6124 2.1104
H 2.4231 -4.4295 1.3954
H 1.6983 -2.8060 0.2017
C -4.0153 2.7019 -1.5747
O -3.9125 2.8166 -0.1324
H -4.9180 2.1575 -1.8414
H -4.0625 3.6873 -2.0464
H -3.1225 2.2101 -1.9405
H -4.7033 3.2470 0.2099
C 2.9136 0.1830 2.0720
O 2.5020 1.5225 2.1932
H 3.5038 0.0324 1.1640
H 3.5287 -0.0788 2.9336
H 2.0705 -0.5176 2.0344
H 1.6314 1.5975 1.7872
C 1.4253 -1.8280 -4.0607
O 2.1644 -3.0099 -3.7022
H 1.3135 -1.7409 -5.1422
H 0.4603 -1.7758 -3.5541
H 2.0241 -0.9733 -3.7418
H 1.5891 -3.7640 -3.8646
C 2.4048 4.0360 -0.7460
O 1.3120 4.4455 -1.5756
H 2.0643 3.3517 0.0264
H 3.1537 3.5617 -1.3856
H 2.9068 4.8785 -0.2594
H 1.6927 4.5885 -2.4447
C -4.0762 -1.1285 -1.8779
O -2.8815 -0.5878 -2.3979
H -4.8257 -0.3435 -1.7096
H -4.4823 -1.8354 -2.5972
H -3.9185 -1.6751 -0.9398
H -2.5248 0.0092 -1.7243
C -2.7501 -0.5848 2.1307
O -3.4833 0.6151 1.8074
H -2.9570 -0.9166 3.1485
H -2.9677 -1.3866 1.4229
H -1.6849 -0.3920 2.0251
H -4.4046 0.3730 1.6761
C 4.3168 -3.0485 -0.8111
O 3.0074 -2.5303 -1.0772
H 4.2476 -4.0290 -0.3362
H 4.9214 -3.1256 -1.7153
H 4.8401 -2.3664 -0.1437
H 2.7908 -2.7569 -1.9974
C -0.5569 1.5805 4.0041
O -1.7201 2.2690 3.4738
H -0.7396 1.3088 5.0396
H -0.3527 0.6972 3.4078
H 0.3108 2.2346 3.9479
H -2.3745 2.3596 4.1712
```

charge	+1
ΔE to the lowest compared entry with this formula, charge and spin	0.0	kJ/mol
highest occupied orbital energy	-11.940	eV
M	548.01	g mol⁻¹
orbital gap	6.83	eV
maximum force	1.0	eV/A

=====

Record 2
Here is C11H3Cl2CoF5N5O2S as an isolated structure at a distorted geometry from OMol25. Energies are from the ωB97M-V functional and the def2-TZVPD basis.

Geometry as XYZ:
```
30
Properties=species:S:1:pos:R:3
Co -0.0910 1.4591 -0.1316
Cl 0.2952 1.6737 2.2934
C 2.0355 1.4446 2.0764
Cl 2.2912 1.3459 0.3238
H 2.3398 0.5053 2.5412
H 2.5833 2.2978 2.4852
N -0.0659 1.2429 -3.1701
C -0.0132 1.2492 -2.0233
H -0.1261 1.2080 -4.1731
O 0.0496 3.5680 -0.2732
N -0.1327 4.6636 0.2753
C -0.2728 5.8712 -0.0820
C -0.3448 6.2984 -1.4487
N -0.3804 6.6008 -2.5468
C -0.3539 6.9007 0.9031
N -0.4167 7.7288 1.6849
O -2.6410 0.8098 -0.5764
N -1.6637 0.9711 0.0022
F -0.7391 -7.2659 -0.5202
C -0.4999 -6.0244 -0.2005
C -0.2934 -5.6766 1.1471
F -0.3237 -6.6009 2.0806
C -0.0498 -4.3502 1.4754
F 0.1537 -4.0045 2.7317
C -0.0310 -3.3311 0.4869
S 0.1828 -1.7082 0.9520
C -0.2218 -3.7125 -0.8597
F -0.1849 -2.7593 -1.7855
C -0.4492 -5.0332 -1.2064
F -0.6373 -5.3722 -2.4622
```

charge	+2
ΔE to the lowest compared entry with this formula, charge and spin	116.5	kJ/mol
highest occupied orbital energy (alpha / beta)	-14.793 / -15.120	eV
M	494.07	g mol⁻¹
orbital gap (alpha / beta)	5.13 / 5.05	eV
maximum force	6.5	eV/A
2S+1	5

=====

Record 3
Here is C11H40CdF6N2O16S2 as an isolated structure at a distorted geometry from OMol25. Energies are from the ωB97M-V functional and the def2-TZVPD basis.

Geometry as XYZ:
```
78
Properties=species:S:1:pos:R:3
Cd -2.7590 10.8986 6.6416
C 0.7741 12.1895 8.4169
F 1.3488 12.9748 9.2967
F 0.2088 12.9304 7.4041
F 1.7400 11.4833 7.8660
S -0.5848 10.9445 9.1282
O 0.1371 10.0855 10.0688
O -1.5607 11.7991 9.8728
N -1.2971 10.1464 7.6828
S -0.3573 8.8862 7.3931
O -0.6039 8.4484 6.0440
O 1.0601 8.9331 7.7937
C -1.2293 7.4786 8.4686
F -2.1333 8.0482 9.1975
F -1.7219 6.5609 7.6164
F -0.2349 6.9378 9.1681
C -3.2495 11.7671 2.2455
C -1.9171 10.8901 2.3272
C -1.2027 10.9154 0.9607
C -0.5151 12.3028 0.5666
C 0.4090 12.7030 1.6859
C -0.1988 12.6947 3.1100
N -0.9729 11.4487 3.3522
O -1.5494 11.2310 4.7487
C -0.9379 14.0726 3.3457
C 1.0461 12.6289 4.0920
C -2.3572 9.3981 2.6033
H -2.8973 12.7556 1.9506
H -3.8216 11.9632 3.1523
H -3.8848 11.3567 1.4605
H -1.9618 10.8395 0.1820
H -0.5229 10.0674 0.8784
H -1.2563 13.0543 0.2947
H 0.1238 12.1773 -0.3076
H 0.7439 13.7089 1.4324
H 1.2996 12.0757 1.6493
H -1.4573 14.4346 2.4585
H -0.2611 14.8808 3.6231
H -1.5936 13.9947 4.2129
H 0.6235 12.7098 5.0935
H 1.8216 13.3635 3.8750
H 1.5657 11.6749 4.0035
H -2.7470 8.9684 1.6805
H -3.0674 9.2208 3.4109
H -1.4641 8.7975 2.7753
O -3.8955 4.8306 8.8924
H -3.0567 4.5273 9.2400
H -3.7858 4.8024 7.9420
O -3.4570 9.0475 5.7881
H -3.0025 8.5082 5.1409
H -4.2996 8.6114 5.9147
O 4.6258 10.9666 8.8074
H 4.3199 11.8092 8.4716
H 5.3887 10.7563 8.2690
O -4.1341 10.8550 8.1644
H -4.7394 11.5731 8.3494
H -3.9433 10.4751 9.0220
O -0.1033 9.7797 13.2753
H 0.0559 9.6723 12.3376
H 0.5371 9.2052 13.6949
O 0.9483 9.2855 4.0530
H 0.4018 8.5134 3.9064
H 0.3391 10.0225 4.0086
O -2.4902 12.9480 7.0169
H -2.6519 13.5665 7.7294
H -2.7041 13.4364 6.2220
O -2.1934 6.1417 4.4148
H -2.2801 5.3488 3.8856
H -2.5934 5.9148 5.2543
O 3.8745 13.0359 6.2939
H 3.5649 13.8686 5.9376
H 3.0759 12.5386 6.4706
O 3.1489 10.0518 5.7965
H 2.9061 9.4178 6.4713
H 2.4683 9.9645 5.1292
O -2.6580 13.0851 12.1372
H -2.6217 12.2465 12.5972
H -2.6229 12.8516 11.2095
```

ΔE to the lowest compared entry with this formula, charge and spin	128.0	kJ/mol
highest occupied orbital energy	-7.036	eV
M	746.97	g mol⁻¹
orbital gap	5.83	eV
maximum force	7.8	eV/A